ORCA calculation (ωB97M-V/def2-TZVPD) on a molecular structure, C63H70BiCl2N5O4STe.

Structure (XYZ):
```
147
C63H70BiCl2N5O4STe (ωB97M-V/def2-TZVPD)
Bi -0.13550 1.08464 -0.27191
C 1.71670 -2.84566 -6.81241
C 1.52060 -3.08346 -5.31231
C 2.81210 -3.69746 -4.75501
C 0.36120 -4.07396 -5.13561
C 1.23440 -1.80496 -4.53711
C 0.90340 -1.90636 -3.19391
C 0.61760 -0.78916 -2.42951
N 0.22430 -0.82406 -1.08901
C 0.66330 -1.80766 -0.19401
C 0.54760 -3.17166 -0.39811
C 1.17210 -4.07336 0.45479
C 1.98110 -3.55796 1.45329
C 2.05120 -2.20206 1.76259
C 1.22580 -1.33866 1.02679
O 0.88590 -0.10266 1.40129
C 3.05400 -1.76166 2.83279
C 4.43710 -2.33026 2.46219
C 3.20060 -0.24306 2.92049
C 2.68670 -2.29746 4.22429
C 1.04500 -5.56256 0.18369
C 1.84480 -5.86596 -1.09121
C 1.60700 -6.40956 1.32929
C -0.43030 -5.93466 -0.01111
C 0.75540 0.49794 -3.01301
O 0.48690 1.56494 -2.24661
C 1.15510 0.62644 -4.34871
C 1.33670 -0.54126 -5.08911
C 1.41660 1.95484 -5.05971
C 1.51300 3.15394 -4.11531
C 2.75550 1.86454 -5.81121
C 0.30070 2.22824 -6.08101
H 1.86460 -3.80036 -7.31421
H 2.59530 -2.23246 -6.99731
H 0.84650 -2.36446 -7.25341
H 3.02480 -4.64796 -5.24091
H 2.73430 -3.86606 -3.68451
H 3.64510 -3.02036 -4.93011
H 0.55110 -4.97656 -5.71241
H -0.57260 -3.63266 -5.47781
H 0.23840 -4.36486 -4.09681
H 0.89300 -2.87326 -2.73081
H -0.07880 -3.52606 -1.19981
H 2.56820 -4.23276 2.04989
H 4.72360 -2.02206 1.46039
H 4.45470 -3.41556 2.50909
H 5.18210 -1.95746 3.16169
H 3.44730 0.17514 1.94969
H 3.99850 0.00434 3.61819
H 2.28360 0.22924 3.26809
H 2.59190 -3.38066 4.21719
H 1.75630 -1.86796 4.58709
H 3.47240 -2.03526 4.93119
H 2.88230 -5.56976 -0.95141
H 1.44910 -5.31186 -1.93811
H 1.81170 -6.92586 -1.33091
H 2.68330 -6.28206 1.41189
H 1.40700 -7.46256 1.14149
H 1.14680 -6.13746 2.27599
H -0.84040 -5.49556 -0.91581
H -1.01650 -5.58036 0.83379
H -0.53270 -7.01476 -0.08791
H 1.58940 -0.45256 -6.13061
H 2.28620 2.99244 -3.37181
H 0.58290 3.33664 -3.58731
H 1.76450 4.04564 -4.68451
H 3.53260 1.51594 -5.13861
H 3.03640 2.84354 -6.19081
H 2.70250 1.18494 -6.65601
H -0.63090 2.48144 -5.57681
H 0.13110 1.36284 -6.72031
H 0.57260 3.07594 -6.70921
Cl 3.12010 6.94324 -2.52891
C 2.68590 5.59264 -1.53771
C 3.60990 4.55394 -1.36001
C 3.25680 3.47614 -0.59151
Cl 4.35060 2.17174 -0.37321
C 1.98030 3.36184 0.04029
O 1.66960 2.32084 0.71209
C 1.08070 4.46024 -0.13851
C -0.18840 4.48104 0.52089
O -0.64390 3.63754 1.29289
C 1.45700 5.55664 -0.93671
H 4.57780 4.59804 -1.83801
H -0.79530 5.37754 0.30209
H 0.76300 6.37424 -1.07191
Te -0.58750 1.29264 2.74749
C 0.12500 0.71924 4.71819
C 1.05060 1.69914 5.06329
C 1.67970 1.67334 6.29279
C 1.38680 0.65724 7.18799
C 0.44880 -0.30406 6.85829
C -0.18990 -0.28036 5.62639
C -2.17900 2.22264 3.90899
C -2.85850 1.45674 4.85089
C -3.91110 1.98924 5.56939
C -4.28950 3.30564 5.36389
C -3.60630 4.08174 4.44589
C -2.55650 3.54254 3.71719
H 1.27500 2.46924 4.32859
H 2.39340 2.43844 6.55239
H 1.89520 0.62014 8.13879
H 0.20430 -1.08576 7.56039
H -0.90070 -1.05906 5.38679
H -2.55280 0.43594 5.03279
H -4.42820 1.38144 6.29789
H -5.10840 3.72364 5.92819
H -3.88850 5.11364 4.30089
H -2.02080 4.14254 2.99769
C -1.75890 -4.19386 3.02789
C -2.82710 -3.68496 2.30799
C -2.89040 -2.34286 1.98249
C -1.90060 -1.46166 2.42879
C -0.79000 -1.99786 3.07179
C -0.71530 -3.34656 3.36039
N -2.02450 -0.08386 2.26429
C -3.29960 0.42184 1.89319
C -4.39940 0.14514 2.70889
C -5.66730 0.56644 2.36149
C -5.87480 1.25894 1.17779
C -4.79200 1.53454 0.36539
C -3.51300 1.13684 0.72219
H -1.72470 -5.23836 3.30169
H -3.64350 -4.32856 2.01409
H -3.71770 -1.96876 1.39909
H 0.03320 -1.34446 3.32259
H 0.15100 -3.73386 3.87339
H -4.24550 -0.43626 3.60559
H -6.49400 0.35054 3.02249
H -6.86800 1.57164 0.88929
H -4.92460 2.05444 -0.57081
H -2.71220 1.35234 0.03549
C -3.93080 6.35834 -1.11381
C -2.89550 6.10814 -2.20951
C -2.64670 4.65414 -2.39531
N -2.53360 3.79264 -1.45851
N -2.37180 2.53174 -1.86601
C -2.35800 2.39654 -3.15251
N -2.34060 1.22454 -3.81861
S -2.53170 3.93064 -4.00271
H -4.02380 7.42394 -0.92141
H -3.63090 5.85594 -0.19951
H -4.90330 5.97844 -1.41901
H -1.95140 6.59874 -1.95051
H -3.24160 6.53534 -3.15301
H -1.97790 0.42724 -3.31891
H -2.09320 1.26274 -4.79661
```

## Properties
Energy relative to the best compared isomer or geometry (same formula, charge and spin) in kcal/mol: 42.6